{"formula": "C46H79F3N3O2Si", "method": "ωB97M-V/def2-TZVPD", "fmax_ev_per_a": 6.7, "lumo_ev": -4.19, "charge": 1, "e_tot_ev": -73539.167, "orbital_gap_ha": 0.1898, "symbols": ["C", "C", "O", "C", "C", "C", "C", "C", "C", "C", "C", "C", "C", "C", "O", "N", "C", "C", "F", "C", "C", "C", "C", "C", "C", "C", "C", "C", "F", "F", "C", "C", "Si", "C", "C", "C", "C", "C", "C", "C", "C", "H", "H", "H", "H", "H", "H", "H", "H", "H", "H", "H", "H", "H", "H", "H", "H", "H", "H", "H", "H", "H", "H", "H", "H", "H", "H", "H", "H", "H", "H", "H", "H", "H", "H", "H", "H", "H", "H", "H", "H", "H", "H", "H", "H", "H", "H", "H", "H", "H", "C", "C", "N", "C", "C", "C", "C", "H", "H", "H", "H", "H", "H", "H", "H", "H", "H", "H", "H", "H", "H", "H", "C", "C", "N", "C", "C", "C", "C", "H", "H", "H", "H", "H", "H", "H", "H", "H", "H", "H", "H", "H", "H", "H"], "positions_angstrom": [[-5.18846, 1.05222, -4.33342], [-3.63898, 0.49743, -4.38901], [-3.05585, 0.46991, -5.75003], [-2.99005, 1.84610, -6.26755], [-1.63909, 2.20058, -7.12621], [-0.31833, 1.30645, -6.74717], [1.06297, 2.16838, -6.57314], [1.12701, 3.12853, -5.24256], [0.38544, 2.53527, -3.91408], [-0.27702, 3.93390, -3.27700], [-0.73151, 3.24756, -1.86133], [-2.11308, 3.81203, -1.20732], [-2.46970, 5.40008, -1.94382], [-1.41573, 6.66736, -1.42626], [-2.99117, 6.49166, -0.96864], [0.18547, 2.29358, -1.50886], [-0.00167, 1.53504, -0.19681], [-1.15294, 0.40129, -0.46524], [-0.29746, 2.44106, 0.97060], [1.29945, 2.14019, -2.56940], [2.61424, 3.09085, -2.34402], [2.83505, 3.65071, -0.82279], [2.87667, 5.30975, -0.60985], [3.14305, 6.00866, 0.86117], [3.39368, 5.07549, 2.18648], [3.33187, 3.44325, 2.02774], [3.06901, 2.76352, 0.53541], [1.72452, 0.57598, -2.98415], [2.60128, 0.54146, -4.21449], [0.49885, -0.26816, -3.24638], [2.56983, -0.21094, -1.82460], [3.43729, -1.52023, -2.40101], [5.35530, -1.26602, -2.28165], [5.95184, 0.52406, -2.66054], [6.25528, -2.49172, -3.49549], [5.84601, -1.73633, -0.44112], [6.31938, -0.60484, 0.68632], [6.74805, -1.13428, 2.21184], [6.72505, -2.73716, 2.65604], [6.21004, -3.80543, 1.47717], [5.77542, -3.35520, -0.04504], [-5.21719, 1.97861, -3.58251], [-5.91661, 0.24216, -3.84560], [-5.60918, 1.42892, -5.35987], [-3.60973, -0.55637, -3.85083], [-2.98248, 1.27377, -3.77236], [-3.90690, 1.96341, -7.02198], [-3.16706, 2.66761, -5.43716], [-1.89003, 1.97270, -8.26835], [-1.34735, 3.34173, -7.07137], [-0.44920, 0.61106, -5.80202], [-0.13253, 0.56059, -7.66082], [1.16027, 2.89626, -7.51087], [1.99723, 1.43199, -6.63645], [0.54587, 4.12994, -5.53412], [2.24603, 3.44159, -5.10516], [-0.61398, 1.89406, -4.03897], [-1.10853, 4.21868, -4.07994], [0.51992, 4.78831, -3.11562], [-2.08810, 4.00245, -0.05313], [-3.05491, 3.17665, -1.56275], [-2.84139, 5.40013, -3.14405], [-1.26257, 6.88911, -2.59195], [-1.67004, 7.77235, -1.22000], [0.98245, 0.94984, 0.14264], [-1.97268, 0.31137, 0.36426], [-1.68684, 0.58063, -1.51159], [-0.57419, -0.63724, -0.57141], [3.55610, 2.44129, -2.68018], [2.64829, 4.04854, -3.05620], [2.74032, 6.05521, -1.53043], [3.20866, 7.18980, 1.01529], [3.62218, 5.51956, 3.27075], [3.51115, 2.70311, 2.94614], [3.05450, 1.59440, 0.49030], [3.36668, 0.51907, -1.37791], [1.84103, -0.68213, -1.01258], [3.06819, -1.86046, -3.47751], [3.19730, -2.45383, -1.69618], [5.34881, 1.35170, -2.08798], [7.07054, 0.59967, -2.25102], [6.03827, 0.71581, -3.82559], [5.94900, -2.26919, -4.61496], [7.41845, -2.26403, -3.36045], [6.07249, -3.61040, -3.20021], [6.34846, 0.55475, 0.40944], [7.06907, -0.30239, 3.00587], [7.05529, -3.09411, 3.74336], [6.16381, -4.93757, 1.78044], [5.40677, -4.15071, -0.85245], [-2.46757, -3.27547, -0.97550], [-3.34281, -3.44000, 0.26224], [-3.03928, -4.63051, 1.05846], [-4.04833, -4.91272, 2.08609], [-4.21289, -3.89407, 3.21133], [-1.64966, -4.78232, 1.49598], [-1.05516, -3.66862, 2.35191], [-2.52766, -4.15361, -1.62509], [-2.80367, -2.40744, -1.55439], [-1.41727, -3.10140, -0.71686], [-4.38013, -3.50492, -0.08998], [-3.27494, -2.52717, 0.86218], [-3.85165, -5.89713, 2.52945], [-5.01932, -5.02251, 1.58539], [-3.40106, -3.96058, 3.93953], [-5.14327, -4.09570, 3.75442], [-4.27146, -2.86689, 2.84142], [-1.01954, -4.90118, 0.60672], [-1.53498, -5.73509, 2.02931], [-1.31213, -2.67208, 1.98619], [0.03897, -3.74468, 2.34445], [-1.36872, -3.75008, 3.39370], [-3.92686, -4.44041, 8.89989], [-3.33455, -3.68027, 7.71816], [-3.59729, -2.24014, 7.73792], [-3.25285, -1.57123, 6.47785], [-1.78206, -1.55194, 6.06883], [-3.19541, -1.52318, 8.95036], [-1.72424, -1.58237, 9.34853], [-5.00718, -4.28438, 8.97240], [-3.75169, -5.51519, 8.77460], [-3.46556, -4.14882, 9.84990], [-3.77955, -4.10871, 6.81113], [-2.26206, -3.89253, 7.66818], [-3.62497, -0.53906, 6.49952], [-3.82105, -2.05456, 5.67216], [-1.20926, -0.82674, 6.65170], [-1.69825, -1.25138, 5.01819], [-1.30818, -2.53276, 6.16251], [-3.79038, -1.90382, 9.78885], [-3.49608, -0.47028, 8.87059], [-1.29973, -2.58372, 9.24866], [-1.61662, -1.28781, 10.39953], [-1.12027, -0.88693, 8.76384]]}